Entry from the Open Molecules 2025 dataset: a cluster of 12 separate species, C49H77BF3NO26S2 in total (wB97M-V/def2-TZVPD).

Gap between HOMO and LUMO: 8.58 eV
HOMO: -8.79 eV
F_max: 2.28 eV Å⁻¹
Calculated total energy: -137288.231 eV

Structure (XYZ):
```
159
C49H77BF3NO26S2 wB97M-V/def2-TZVPD
S 4.663 1.639 0.545
S 1.126 2.444 3.704
F -0.284 4.253 -1.577
F 2.068 -1.861 5.923
F -0.098 -5.978 1.106
O -6.514 -0.395 -5.462
O -6.281 2.969 -6.284
O 0.263 1.329 4.208
O 3.328 5.767 -5.379
O -4.622 -0.939 2.207
O 3.517 -2.651 1.728
O 3.241 2.064 0.289
O 4.086 3.908 -4.312
O -5.920 -1.292 4.039
O -3.740 1.929 4.807
O 1.007 -3.526 -4.744
O 5.616 -2.909 2.520
O 2.170 -3.257 -2.826
O -5.134 1.450 -5.049
O 1.907 4.458 -4.498
O -4.216 -0.807 -4.858
O -2.883 -2.117 -3.637
O -2.411 1.139 0.489
O -2.275 3.639 4.901
O -4.702 -1.066 -1.439
O -8.025 0.665 -6.711
O -4.181 3.715 3.702
O 2.968 -4.338 -4.638
O -4.328 -2.740 3.327
O -5.665 -0.047 -3.185
O 5.371 -2.517 0.443
N -0.170 -0.663 0.347
C -0.893 7.515 -3.005
C -5.474 0.095 1.705
C -3.303 3.154 4.515
C 2.261 -6.075 -1.653
C 4.706 -2.720 1.580
C -4.791 -0.815 -2.609
C 0.626 -6.449 0.080
C -3.785 -1.336 -3.731
C -2.051 -2.247 -0.435
C 3.210 4.635 -4.687
C -0.891 -0.345 1.664
C 2.007 -7.339 -2.209
C -1.178 -1.024 -0.737
C -2.222 5.092 -2.694
C -6.120 1.874 -5.836
C 1.209 3.752 4.981
C 2.062 -3.655 -3.957
C 0.685 0.503 -0.096
C -4.449 -3.638 4.413
C -2.221 7.420 -3.376
C -0.933 5.260 -2.211
C 0.703 -1.862 0.554
C 5.422 3.148 1.216
C -1.048 -2.638 4.286
C 0.003 -2.584 -4.389
C 1.504 -5.608 -0.588
C 2.841 1.848 3.810
C -1.643 0.970 1.660
C -5.075 -1.628 3.252
C -0.151 -1.987 5.134
C 1.143 -2.466 5.145
C -3.834 5.026 3.247
C 4.624 6.307 -5.546
C 0.596 -4.208 3.627
C -0.715 -3.740 3.501
C 4.622 -2.260 -0.723
C -2.843 1.036 5.452
C 4.217 -4.596 -4.014
C 1.181 -8.187 -1.488
C -2.875 6.167 -3.282
C -0.263 6.431 -2.407
C -7.028 0.664 -6.036
C 5.491 1.715 -1.059
C 1.557 -3.549 4.385
C 0.477 -7.736 -0.367
C 1.483 0.232 -1.354
C -2.880 2.458 0.339
C 5.228 -3.423 3.797
C 1.451 3.223 -4.022
B -5.388 0.043 -4.613
H 5.297 0.818 -1.644
H -4.759 -3.092 5.304
H 1.562 3.273 5.896
H 3.997 -1.363 -0.706
H -1.784 -0.175 -1.018
H -0.490 -1.063 5.578
H -0.939 1.814 1.630
H -3.303 0.599 6.340
H -2.049 -2.231 4.198
H -1.995 1.566 5.888
H 0.458 -1.693 -3.952
H 4.999 6.758 -4.625
H 0.976 -5.022 3.023
H 2.200 -0.580 -1.342
H 4.388 -4.225 -3.002
H 1.931 4.507 4.673
H 5.312 5.474 -5.731
H 0.222 4.174 5.153
H -3.475 -4.098 4.565
H 5.212 3.957 0.512
H -2.054 3.168 0.190
H -1.551 -3.175 -0.171
H 2.236 2.484 -3.845
H 5.149 2.600 -1.594
H 0.750 2.722 -4.692
H 4.985 -4.091 -4.597
H -3.389 2.469 -0.625
H -1.431 -4.241 2.866
H -4.087 5.729 4.044
H 1.524 -1.534 1.195
H 4.899 3.355 2.146
H -0.631 -3.014 -3.609
H 2.991 1.334 2.870
H 1.140 -2.179 -0.388
H -3.497 2.824 1.161
H 3.030 1.226 4.687
H 2.801 -5.273 -2.143
H -2.218 1.067 2.586
H 3.991 -3.109 -0.985
H -5.146 -4.457 4.229
H 6.570 1.778 -0.905
H -0.665 -2.333 -5.207
H 2.010 1.171 -1.537
H -2.711 8.270 -3.831
H -2.777 5.133 3.020
H -0.260 8.384 -3.128
H 2.511 -4.022 4.557
H -2.714 4.132 -2.613
H 2.522 -7.643 -3.108
H -2.809 -1.913 0.274
H 4.404 -4.137 3.808
H 0.851 0.167 -2.242
H 1.647 -4.591 -0.243
H 4.701 6.981 -6.391
H -3.918 6.162 -3.558
H -5.981 0.681 2.462
H 1.024 -9.193 -1.852
H -6.067 -0.372 0.913
H 3.561 2.657 3.949
H 0.211 -2.665 1.096
H 4.377 -5.667 -3.904
H 0.920 3.269 -3.072
H -2.611 -2.431 -1.351
H 0.770 6.547 -2.103
H 4.975 -2.566 4.415
H 5.363 -2.071 -1.499
H 0.092 1.414 -0.105
H -0.520 -1.283 -1.567
H 6.082 -3.993 4.153
H -2.568 0.282 4.718
H -4.873 0.758 1.077
H -4.480 5.267 2.408
H 1.354 0.670 0.752
H -0.171 -8.458 0.115
H 6.505 3.185 1.331
H -0.135 -0.406 2.444
H -1.580 -1.182 1.756
```

---

Entry from the Open Molecules 2025 dataset: a cluster of 4 separate species, C49H90Cl2N2O12 in total (wB97M-V/def2-TZVPD).

Gap between HOMO and LUMO: 8.23 eV
HOMO: -8.28 eV
F_max: 8.64 eV Å⁻¹
Calculated total energy: -104839.724 eV

Structure (XYZ):
```
155
C49H90Cl2N2O12 wB97M-V/def2-TZVPD
Cl 5.789 1.543 0.297
Cl 3.863 1.050 2.810
O 2.895 -8.889 -0.395
O -3.465 3.448 3.209
O -4.883 4.155 -8.096
O 1.224 -0.028 2.442
O -3.094 4.072 -5.602
O -1.977 -0.382 6.764
O -0.611 -1.175 3.416
O -3.512 0.300 9.380
O 2.691 -11.685 -1.620
O -3.716 -2.496 8.154
O 4.431 -9.572 -3.011
O -6.104 3.623 -5.287
N -1.231 -1.326 -0.085
N -1.074 3.307 2.600
C -3.641 3.462 -7.958
C 1.706 -8.200 -0.049
C -0.847 -0.239 0.862
C 1.656 4.092 -5.050
C -0.638 -0.670 6.392
C -2.832 1.131 2.249
C -0.633 -2.664 0.086
C 3.616 -11.205 -0.634
C -2.193 0.718 0.802
C 5.769 -9.859 -3.382
C 3.229 0.435 1.139
C 3.786 0.142 -1.517
C 3.481 -10.441 -3.632
C 1.219 3.389 4.019
C 1.762 6.079 -2.466
C 0.557 0.333 0.153
C -2.442 2.687 2.728
C 1.774 -0.308 1.074
C 3.060 4.498 -4.340
C 0.638 1.890 -0.331
C 3.050 -10.128 0.297
C -0.186 -0.531 2.330
C -4.071 -1.580 7.109
C 2.130 3.747 5.337
C -4.701 0.990 9.726
C -0.231 4.688 6.581
C -4.813 5.239 -9.008
C -2.791 -2.016 9.141
C -4.120 5.039 -5.336
C 4.497 5.647 0.161
C 1.266 -4.522 -0.692
C 1.400 4.417 6.653
C 4.163 0.661 -0.009
C 1.257 2.282 -2.981
C -6.560 2.496 -4.559
C 2.337 -10.770 -2.666
C -3.432 3.012 -6.507
C 0.658 3.098 -4.254
C 3.050 5.868 -3.444
C -0.429 3.658 3.912
C 3.095 4.917 -0.337
C -1.127 4.319 5.235
C -2.926 -1.251 6.142
C 0.037 1.923 -1.892
C 2.102 6.113 -0.854
C 0.622 -3.027 -0.960
C -5.296 4.507 -4.510
C -3.357 -0.938 10.072
C 2.842 -4.487 -1.250
H 4.576 6.743 -0.304
H 5.385 5.024 -0.277
H 1.924 3.587 -6.097
H 3.081 -9.912 -4.503
H 1.317 7.157 -2.720
H -7.365 2.791 -3.880
H 1.553 -11.276 -3.240
H 5.956 -9.515 -4.403
H 2.096 -10.474 0.713
H 1.880 -9.870 -2.257
H -5.710 5.847 -8.878
H 1.362 -4.626 0.486
H 0.637 -5.377 -1.189
H 1.813 -7.745 0.939
H 4.030 5.874 -2.785
H -4.278 2.437 -6.134
H 3.102 -3.472 -1.795
H 0.255 2.295 -5.038
H -2.070 1.702 0.184
H 4.106 -0.975 -1.747
H 2.451 7.198 -0.502
H 1.768 2.949 3.085
H -2.458 -2.182 5.809
H -4.866 1.778 8.987
H -0.451 -0.326 5.371
H 1.057 5.946 -0.303
H 0.235 -3.037 -2.082
H -5.567 0.323 9.708
H 5.988 -10.924 -3.295
H -4.013 1.181 2.066
H 2.071 2.832 -2.348
H 0.840 -8.867 -0.067
H -4.911 4.008 -3.612
H -6.946 1.763 -5.271
H -4.311 -1.284 10.487
H 0.689 -0.248 -0.856
H -3.687 2.582 -8.609
H -0.557 0.956 -2.175
H -0.265 -2.996 1.138
H 3.950 -11.372 -3.966
H 1.083 5.099 -5.312
H 4.551 -10.890 -1.096
H 6.431 -9.324 -2.698
H 3.575 3.633 -3.703
H -5.931 5.341 -4.199
H 2.082 4.693 7.569
H 1.735 2.317 -0.261
H -2.545 -2.890 9.757
H -3.326 -0.723 5.271
H 3.747 -9.955 1.122
H 3.307 3.557 5.345
H 3.862 -12.079 -0.018
H -1.102 4.197 2.041
H 3.627 -4.593 -0.366
H 3.055 -5.340 -2.043
H -2.797 4.087 -8.266
H -4.595 1.444 10.714
H -0.420 -1.735 6.480
H 2.655 4.346 0.611
H -0.735 5.201 7.529
H -1.473 -3.461 -0.214
H -4.855 -2.087 6.535
H -4.528 -0.681 7.518
H -2.572 2.333 -6.491
H 4.378 0.836 -2.272
H 2.636 0.208 -1.722
H -2.698 0.349 3.109
H -4.781 4.864 -10.034
H -3.947 5.872 -8.808
H -5.747 2.028 -3.999
H 1.541 -7.412 -0.788
H -1.856 -1.701 8.679
H -1.337 -1.024 -1.078
H 1.509 -2.267 -0.891
H -4.456 5.516 -6.257
H -3.632 5.826 -4.748
H 1.632 1.228 -3.365
H -3.046 0.099 0.240
H 0.878 5.329 -2.610
H 3.836 4.699 -5.226
H 3.122 6.792 -4.163
H -2.661 -0.765 10.897
H -0.043 2.641 0.267
H 4.533 5.746 1.326
H -0.730 2.821 -1.967
H 3.361 4.104 -1.136
H 0.024 -0.135 7.076
H 1.832 -1.495 1.121
H -0.299 3.709 -3.910
H -2.269 4.566 5.235
```

---

Entry from the Open Molecules 2025 dataset: a cluster of 8 separate species, C49H97F5NO12PS in total (wB97M-V/def2-TZVPD).

Gap between HOMO and LUMO: 8.00 eV
HOMO: -8.53 eV
F_max: 2.86 eV Å⁻¹
Calculated total energy: -112157.392 eV

Structure (XYZ):
```
166
C49H97F5NO12PS wB97M-V/def2-TZVPD
S -6.049 2.657 -3.843
P -7.517 1.350 2.924
F -8.126 2.353 0.042
F -8.680 -0.743 1.250
F -9.894 1.408 0.881
F -9.473 1.236 -1.202
F -8.331 -0.831 -0.852
O -7.103 0.712 4.398
O -2.911 -1.124 -1.771
O -3.483 2.499 3.163
O -8.525 -7.216 -3.602
O 5.988 -3.421 1.523
O -1.688 0.653 2.263
O 9.740 -3.784 0.866
O -1.456 5.668 0.842
O 2.934 1.287 -2.736
O -6.721 -3.585 0.349
O 5.484 3.080 2.743
O 5.924 7.889 0.737
N -2.012 -0.413 0.234
C -4.307 -0.200 0.064
C 1.349 -1.769 -0.208
C -4.461 1.499 3.372
C 5.874 4.223 2.000
C 3.145 0.574 -5.034
C -3.056 -0.638 -0.669
C 0.899 0.737 -3.915
C 2.377 0.425 -3.729
C 0.863 6.176 0.434
C -6.602 0.100 0.541
C -6.236 0.705 1.741
C 3.815 -0.924 -0.256
C 6.378 7.762 -0.611
C -8.805 -7.553 -5.977
C 6.142 -5.217 3.129
C -3.953 0.351 1.248
C 5.521 8.619 -1.530
C 4.493 2.223 -0.025
C -2.432 0.275 1.387
C -8.911 1.269 0.016
C 10.073 -5.069 1.397
C 6.343 3.930 0.584
C -6.321 0.168 -2.690
C -5.601 -0.320 -0.312
C 2.768 -1.828 0.424
C -7.237 3.174 3.004
C 7.846 8.147 -0.700
C 11.565 -5.323 1.253
C 9.253 -6.140 0.697
C -8.941 -6.584 -4.812
C 5.425 1.010 0.095
C 6.675 -2.843 3.759
C -0.161 5.084 0.689
C 5.809 -3.751 2.899
C -8.086 -0.082 0.233
C 0.325 -1.300 0.826
C 0.194 4.264 1.921
C 6.587 2.363 3.234
C -5.858 -0.929 -1.675
C -5.742 1.555 -2.421
C 5.223 3.504 -0.382
C -4.918 0.844 2.090
C -7.335 -5.491 -1.002
C -10.371 -6.085 -4.671
C -1.133 -1.594 0.438
C -6.869 -5.006 0.362
C -3.844 3.405 2.142
C -7.843 -5.413 1.457
C 4.750 -0.210 0.719
H 0.214 4.900 2.811
H -10.704 -5.573 -5.576
H -9.437 -8.431 -5.820
H 3.752 1.997 -0.790
H 8.227 8.032 -1.716
H 5.519 -5.856 2.501
H -4.676 1.499 -2.221
H 5.057 4.933 1.958
H 7.732 -2.974 3.508
H 9.809 -5.041 2.456
H -4.838 3.821 2.303
H 11.846 -6.289 1.676
H -5.882 -5.417 0.578
H 0.363 0.630 -2.971
H 4.456 -1.541 -0.884
H -7.777 -7.905 -6.063
H 9.459 -7.131 1.105
H 6.288 1.296 0.684
H -3.152 4.238 2.201
H 8.189 -5.928 0.811
H -7.434 -6.575 -1.030
H 4.471 8.333 -1.450
H 9.464 -6.158 -0.376
H -8.827 -4.971 1.279
H -6.942 3.518 -3.334
H 2.742 -1.542 1.475
H 3.966 2.315 0.923
H 0.764 1.770 -4.249
H 7.300 2.102 2.450
H 0.495 -0.259 1.072
H 5.591 9.673 -1.248
H -10.454 -5.395 -3.831
H -4.971 -1.384 -2.089
H 2.755 -0.095 -5.802
H 4.536 4.344 -0.483
H 5.995 -5.503 4.172
H -8.271 -5.736 -4.962
H 6.667 4.724 2.567
H -0.552 3.486 2.095
H -7.584 -3.203 0.159
H 6.260 6.711 -0.878
H -6.632 -5.187 -1.778
H 6.916 -3.566 1.298
H 12.136 -4.543 1.756
H -6.194 2.039 -1.565
H 1.854 5.755 0.284
H 4.202 0.352 -4.882
H -0.220 4.428 -0.181
H 5.550 -0.894 0.994
H -8.194 3.617 3.263
H 8.445 7.526 -0.031
H 0.593 6.757 -0.450
H -5.989 -0.121 -3.685
H -9.103 -7.970 -3.449
H 3.339 -0.176 -0.879
H 6.208 1.439 3.653
H -6.633 -1.678 -1.655
H 3.079 1.601 -5.402
H 0.443 0.073 -4.651
H 4.271 0.094 1.652
H -8.304 -5.050 -1.255
H -6.527 3.486 3.765
H -1.426 6.254 1.605
H 6.020 8.812 0.994
H 7.124 3.176 0.550
H -7.949 0.550 4.825
H -7.400 0.258 -2.733
H 5.686 3.398 -1.366
H 7.143 2.943 3.975
H -1.585 -2.136 1.272
H -9.092 -7.083 -6.919
H 0.904 6.871 1.278
H 1.172 3.791 1.813
H 2.491 -0.592 -3.352
H -6.970 3.543 2.019
H -7.954 -6.498 1.505
H 9.963 -3.785 -0.070
H -11.051 -6.919 -4.475
H 1.411 -1.034 -1.008
H -3.729 2.998 1.138
H 6.427 -1.797 3.577
H 5.831 8.518 -2.571
H 6.801 4.848 0.217
H 3.142 -2.848 0.414
H 0.525 -1.847 1.745
H 2.845 2.195 -3.046
H 6.541 -3.055 4.821
H -1.190 -2.251 -0.419
H 4.756 -3.575 3.126
H -4.009 0.730 3.993
H -7.498 -5.055 2.428
H 7.990 9.186 -0.391
H 11.856 -5.309 0.199
H 5.755 0.749 -0.913
H 7.183 -5.412 2.858
H -5.265 1.950 3.941
H 1.125 -2.763 -0.584
```

---

Entry from the Open Molecules 2025 dataset: a cluster of 4 separate species, C4BrClN3O5 in total (wB97M-V/def2-TZVPD).

Gap between HOMO and LUMO (spin up / spin down): 6.47 / 5.18 eV
Energy above the lowest of the compared OMol25 structures with the same formula, charge and spin: 325.26 kJ/mol
Net charge: -1
HOMO (spin up / spin down): -5.84 / -4.97 eV
F_max: 1.90 eV Å⁻¹
Calculated total energy: -101413.547 eV

Structure (XYZ):
```
14
C4BrClN3O5 wB97M-V/def2-TZVPD
Br 3.604 -0.997 -0.143
Cl -1.667 0.832 -1.093
O 2.600 1.866 -0.214
O -0.465 0.623 2.984
O 0.585 1.432 0.434
O -4.131 -0.485 -3.742
O 1.777 0.904 3.392
N 1.760 1.102 0.244
N -3.066 0.584 -1.931
N -0.475 -3.398 -0.760
C 2.013 -0.277 0.668
C 0.657 0.758 3.149
C 0.385 -2.871 -0.192
C -3.578 -0.075 -2.795
```